The following is a quantum chemistry calculation of C46H47ClN4S as an isolated structure, from the OMol25 dataset.

- E_tot: -77782.7463 eV
- Energy relative to the best compared isomer or geometry (same formula, charge and spin): 0.0 kcal per mole
- Multiplicity: 1
- LUMO level: -0.5 eV
- E_HOMO: -8.13 eV

Geometry (Å):
N (-2.5264, -6.4402, -0.3829)
C (-2.6221, -4.9766, -0.3516)
C (-1.5725, -4.2881, -1.2005)
C (-1.7964, -3.6690, -2.4079)
C (-3.2091, -3.6631, -2.9913)
C (-3.3423, -3.7276, -4.5293)
C (-4.4610, -4.6697, -5.0169)
Cl (-3.8204, -5.7910, -6.2686)
C (-0.6885, -3.0030, -3.0606)
N (-0.9501, -2.3022, -4.2627)
C (0.5956, -3.0173, -2.5582)
C (1.7524, -2.3820, -3.2395)
C (2.6233, -1.5233, -2.5755)
C (3.7045, -0.9734, -3.2426)
C (3.9397, -1.2394, -4.5835)
C (3.0769, -2.0931, -5.2570)
C (2.0059, -2.6623, -4.5855)
C (0.8176, -3.6712, -1.3147)
N (1.9707, -3.7782, -0.6365)
S (1.6368, -4.5783, 0.7093)
N (0.0639, -4.8446, 0.5239)
C (-0.2608, -4.2874, -0.6505)
H (-1.7183, -6.7060, 0.1649)
H (-2.3672, -6.7222, -1.3402)
H (-3.6210, -4.6578, -0.6186)
H (-2.4761, -4.6413, 0.6707)
H (-3.7482, -2.8169, -2.5640)
H (-3.6975, -4.5487, -2.6045)
H (-3.6019, -2.7310, -4.8808)
H (-2.4090, -3.9988, -4.9956)
H (-4.8651, -5.2622, -4.2054)
H (-5.2336, -4.0966, -5.5066)
H (-1.8591, -1.8610, -4.1930)
H (-0.2842, -1.5535, -4.4091)
H (2.4600, -1.2766, -1.5399)
H (4.3953, -0.3165, -2.7355)
H (4.7814, -0.8078, -5.0997)
H (3.2218, -2.3233, -6.3015)
H (1.3493, -3.3371, -5.1119)
C (0.5431, 1.8738, 1.0922)
C (0.9045, 0.6484, 0.5495)
C (2.0408, -0.0049, 1.0054)
C (2.8128, 0.5618, 2.0103)
C (2.4505, 1.7859, 2.5543)
C (1.3184, 2.4441, 2.0922)
H (-0.3416, 2.3854, 0.7350)
H (0.3006, 0.2016, -0.2308)
H (2.3227, -0.9593, 0.5776)
H (3.6964, 0.0491, 2.3684)
H (3.0515, 2.2293, 3.3391)
H (1.0406, 3.4024, 2.5144)
C (1.2410, 7.4906, 6.1743)
C (0.4156, 6.6059, 6.8556)
C (0.3664, 5.2712, 6.4781)
C (1.1489, 4.8213, 5.4236)
C (1.9770, 5.7048, 4.7439)
C (2.0203, 7.0408, 5.1173)
H (1.2767, 8.5326, 6.4670)
H (-0.1913, 6.9564, 7.6805)
H (-0.2818, 4.5828, 7.0050)
H (1.1147, 3.7789, 5.1306)
H (2.5893, 5.3531, 3.9217)
H (2.6621, 7.7308, 4.5847)
C (-1.5108, -9.2205, -2.8729)
C (-2.2422, -8.3956, -3.7166)
C (-2.5113, -8.7894, -5.0175)
C (-2.0525, -10.0166, -5.4767)
C (-1.3221, -10.8444, -4.6350)
C (-1.0487, -10.4452, -3.3338)
H (-1.3009, -8.9122, -1.8562)
H (-2.6081, -7.4386, -3.3632)
H (-3.0787, -8.1337, -5.6651)
H (-2.2647, -10.3275, -6.4916)
H (-0.9657, -11.8018, -4.9929)
H (-0.4764, -11.0889, -2.6784)
C (3.5410, 4.6884, 0.6177)
C (3.4797, 5.9482, 0.0367)
C (4.6405, 6.6876, -0.1442)
C (5.8646, 6.1640, 0.2491)
C (5.9267, 4.9035, 0.8269)
C (4.7646, 4.1672, 1.0141)
H (2.6368, 4.1127, 0.7614)
H (2.5256, 6.3542, -0.2747)
H (4.5917, 7.6719, -0.5921)
H (6.7704, 6.7388, 0.1047)
H (6.8816, 4.4947, 1.1316)
H (4.8110, 3.1852, 1.4677)
C (-5.2596, 7.8626, 5.6586)
C (-4.8167, 9.0424, 6.2403)
C (-3.4568, 9.2659, 6.4071)
C (-2.5406, 8.3122, 5.9854)
C (-2.9826, 7.1341, 5.4009)
C (-4.3427, 6.9076, 5.2406)
H (-6.3201, 7.6871, 5.5310)
H (-5.5317, 9.7878, 6.5643)
H (-3.1111, 10.1835, 6.8659)
H (-1.4809, 8.4866, 6.1097)
H (-2.2646, 6.3931, 5.0717)
H (-4.6885, 5.9866, 4.7888)


The following is a quantum chemistry calculation of C17H20IrN4O6 as an isolated structure, from the OMol25 dataset.

- Net charge: +1
- E_tot: -39027.9226 eV
- Multiplicity: 5
- LUMO level (spin up / spin down): -3.3 / -5.6 eV
- E_HOMO (spin up / spin down): -11.51 / -12.49 eV

Geometry (Å):
Ir (-0.1405, -0.0888, -0.1155)
O (1.6200, 0.2920, 3.5741)
C (1.3940, 0.2787, 2.3979)
O (0.2050, 0.4868, 1.8472)
C (2.4873, 0.0301, 1.3801)
C (3.8193, -0.0247, 1.7294)
C (4.7529, -0.2254, 0.7218)
C (4.3227, -0.3665, -0.5902)
C (2.9686, -0.3085, -0.8636)
N (2.0794, -0.1147, 0.1135)
H (4.0918, 0.0941, 2.7685)
H (5.8080, -0.2684, 0.9561)
H (5.0244, -0.5209, -1.3972)
H (2.5705, -0.4123, -1.8640)
N (-1.4028, -1.8887, -0.0725)
C (-2.8439, -1.6114, 0.1794)
C (-3.3452, -0.4721, -0.7196)
C (-3.7727, 0.7907, 0.0310)
C (-2.7015, 1.4451, 0.8903)
N (-1.4657, 1.7345, 0.1134)
H (-1.2484, -2.2002, -1.0426)
H (-1.0528, -2.6045, 0.5586)
H (-2.9498, -1.3603, 1.2350)
H (-3.4074, -2.5275, 0.0048)
H (-4.1893, -0.8218, -1.3130)
H (-2.5722, -0.2311, -1.4603)
H (-4.6128, 0.5553, 0.6882)
H (-4.1517, 1.5176, -0.6919)
H (-2.4047, 0.8127, 1.7283)
H (-3.0908, 2.3715, 1.3141)
H (-0.8981, 2.4082, 0.6208)
H (-1.6841, 2.1394, -0.7943)
O (-0.3480, -1.7347, -2.6820)
C (-0.0639, -0.5848, -3.0259)
O (0.0709, 0.3925, -2.1790)
C (0.0834, -0.2215, -4.4684)
C (0.3572, 1.0878, -4.8520)
C (0.4928, 1.4033, -6.1930)
C (0.3498, 0.3889, -7.1210)
C (0.0802, -0.9204, -6.7690)
C (-0.0539, -1.2227, -5.4248)
N (0.4921, 0.7220, -8.5591)
O (0.7316, 1.8768, -8.8397)
O (0.3556, -0.1818, -9.3544)
H (0.4650, 1.8552, -4.0990)
H (0.7046, 2.4078, -6.5266)
H (-0.0195, -1.6726, -7.5368)
H (-0.2641, -2.2336, -5.1050)


The following is a quantum chemistry calculation of a 2-piece molecular cluster, C22H25ClFN5O3S overall in a non-equilibrium geometry, from the OMol25 dataset.

- Structure (SMILES): COc1ccc(N(C)c2nc(Cl)nc3cc(F)ccc23)cc1.CNC(=O)[C@H](CS)NC(C)=O
- E_tot: -62888.6644 eV
- Multiplicity: 1
- LUMO level: -0.4 eV
- E_HOMO: -8.27 eV

Geometry (Å):
C (-4.0907, 7.3245, -0.1534)
O (-4.6110, 6.4355, 0.8441)
C (-4.2287, 5.1166, 0.7894)
C (-3.6874, 4.4800, -0.3424)
C (-3.3126, 3.1310, -0.2921)
C (-3.4575, 2.3861, 0.8897)
N (-3.0181, 1.0509, 0.9845)
C (-4.0110, 0.0422, 1.4283)
C (-1.8565, 0.5821, 0.3308)
N (-1.9642, -0.6148, -0.2395)
C (-0.9299, -1.1184, -0.9014)
Cl (-1.0851, -2.7083, -1.5984)
N (0.2270, -0.4818, -1.0600)
C (0.3744, 0.7031, -0.4819)
C (1.5983, 1.3490, -0.6378)
C (1.8351, 2.5852, -0.0423)
F (3.0220, 3.2114, -0.2059)
C (0.8369, 3.1668, 0.7356)
C (-0.3908, 2.5233, 0.9056)
C (-0.6469, 1.2909, 0.2656)
C (-4.0173, 3.0214, 2.0073)
C (-4.4017, 4.3649, 1.9523)
H (-4.3296, 8.3569, 0.1185)
H (-3.0020, 7.2354, -0.2276)
H (-4.5365, 7.1161, -1.1309)
H (-3.5549, 5.0135, -1.2763)
H (-2.8986, 2.6602, -1.1782)
H (-4.7622, 0.4727, 2.0961)
H (-4.5333, -0.3810, 0.5637)
H (-3.5136, -0.7690, 1.9712)
H (2.3748, 0.8744, -1.2250)
H (1.0249, 4.1216, 1.2171)
H (-1.1242, 3.0010, 1.5478)
H (-4.1328, 2.4751, 2.9375)
H (-4.8277, 4.8438, 2.8279)
C (1.7985, -4.7061, -2.2386)
N (1.5179, -5.3311, -0.9453)
C (1.9484, -4.9861, 0.2769)
O (1.4341, -5.5272, 1.2483)
C (3.0183, -3.8954, 0.5233)
C (2.3201, -2.5402, 0.6956)
S (3.5070, -1.2217, 1.0849)
N (4.0641, -3.7524, -0.4967)
C (4.9547, -4.6964, -0.7899)
C (6.0101, -4.3343, -1.8080)
O (4.9465, -5.8079, -0.2833)
H (1.8082, -3.6188, -2.1476)
H (1.0212, -4.9817, -2.9535)
H (2.7600, -5.0529, -2.6191)
H (0.8530, -6.0897, -0.9381)
H (3.5001, -4.1579, 1.4667)
H (1.8017, -2.2902, -0.2288)
H (1.5787, -2.6130, 1.4936)
H (3.8357, -1.6539, 2.3083)
H (4.1677, -2.8475, -0.9251)
H (6.7356, -5.1449, -1.8662)
H (5.5379, -4.1934, -2.7777)
H (6.5124, -3.4195, -1.4998)